[1]
{
  "formula": "C3H7NO",
  "method": "ωB97M-V/def2-TZVPD",
  "total_energy_ha": -248.39858,
  "smiles": "C1CNOC1",
  "homo_energy_ev": -9.38,
  "orbital_gap_ev": 10.375,
  "max_force_ev_per_a": 3.70,
  "symbols": ["C", "C", "C", "N", "O", "H", "H", "H", "H", "H", "H", "H"],
  "positions_angstrom": [[0.99602, 0.73203, -0.35996], [-1.07868, -0.58609, -0.03749], [0.62022, -0.67895, 0.04009], [-1.36729, 0.76693, 0.19404], [-0.06559, 1.60086, -0.27142], [-1.35696, 0.96470, 1.19657], [1.74548, 0.90416, 0.46008], [1.47915, 0.80024, -1.34026], [-1.46678, -1.26773, 0.71905], [-1.36657, -0.87267, -1.05048], [0.99419, -1.45242, -0.62412], [0.86681, -0.91106, 1.07392]],
  "atomic_forces_ev_per_a": [[2.0, -1.0, 1.4], [3.5, -1.1, -0.7], [-3.3, -0.4, -0.4], [1.3, 2.4, 0.0], [-3.1, -0.9, 0.8], [0.2, 0.0, -0.3], [-0.1, 0.9, -0.9], [-0.2, 0.0, 0.1], [-0.3, 0.2, -0.1], [-0.2, -0.1, 0.2], [0.0, -0.1, 0.0], [0.1, 0.0, -0.1]],
  "mulliken_charge": [-0.234, -0.479, -0.588, -0.319, -0.368, 0.291, 0.196, 0.275, 0.319, 0.281, 0.342, 0.282]
}

***

[2]
{
  "formula": "C2H3NO3",
  "method": "ωB97M-V/def2-TZVPD",
  "total_energy_ha": -358.49877,
  "smiles": "O=CNC(=O)O",
  "homo_energy_ev": -10.62,
  "orbital_gap_ev": 11.125,
  "max_force_ev_per_a": 3.07,
  "symbols": ["N", "C", "C", "O", "O", "O", "H", "H", "H"],
  "positions_angstrom": [[-0.03943, -0.64948, -0.17633], [1.01034, 0.23610, 0.04715], [-1.37156, -0.41441, 0.01419], [0.61361, 1.50567, 0.02212], [2.15000, -0.13914, 0.06524], [-1.98902, 0.59207, -0.07483], [1.38257, 2.09163, -0.04168], [0.01583, -1.70951, 0.01749], [-1.77235, -1.51293, 0.12665]],
  "atomic_forces_ev_per_a": [[-0.1, -2.3, 1.3], [0.9, -0.4, -1.4], [-1.2, -2.1, -0.7], [-0.4, 0.2, 0.2], [0.2, 0.1, 0.5], [-0.4, 0.4, 0.4], [0.1, -0.3, 0.2], [1.5, 2.6, -0.5], [-0.6, 1.8, 0.1]],
  "mulliken_charge": [-0.171, 0.567, 0.187, -0.416, -0.540, -0.432, 0.337, 0.305, 0.163]
}

***

[3]
{
  "formula": "C4H5NO",
  "method": "ωB97M-V/def2-TZVPD",
  "total_energy_ha": -285.34245,
  "smiles": "N#C[C@H]1C[C@H]1O",
  "homo_energy_ev": -10.46,
  "orbital_gap_ev": 11.166,
  "max_force_ev_per_a": 4.43,
  "symbols": ["C", "C", "C", "C", "H", "H", "H", "H", "H", "N", "O"],
  "positions_angstrom": [[0.17920, 0.10374, -0.90305], [0.69449, 0.97145, 0.24848], [-0.66299, 0.29615, 0.28986], [-0.94375, -0.74932, 1.17424], [0.37760, -1.96196, -0.94325], [-0.15000, 0.59351, -1.78260], [0.81830, 2.04993, 0.05822], [1.40505, 0.38155, 0.84180], [-1.47247, 0.98434, 0.16490], [-1.20864, -1.62380, 1.90920], [0.96322, -1.04558, -1.05782]],
  "atomic_forces_ev_per_a": [[1.8, -0.3, 1.0], [0.2, -0.8, -0.8], [-0.3, 1.7, -0.2], [-0.8, -3.1, 2.8], [2.0, 3.7, -0.5], [-0.2, 0.2, -0.9], [-0.3, -0.7, 0.6], [0.1, 0.9, -0.4], [-0.6, 0.1, -0.1], [0.7, 2.0, -1.8], [-2.6, -3.6, 0.3]],
  "mulliken_charge": [0.019, -0.644, -0.018, -0.004, 0.350, 0.330, 0.260, 0.315, 0.374, -0.430, -0.552]
}

***

[4]
{
  "formula": "C15H3Br4Cl5IN2O3Pd",
  "method": "ωB97M-V/def2-TZVPD",
  "total_energy_ha": -13930.90326,
  "homo_energy_ev": -3.46,
  "orbital_gap_ev": 4.901,
  "max_force_ev_per_a": 1.10,
  "charge": -1,
  "symbols": ["Pd", "Cl", "C", "C", "Cl", "C", "Cl", "C", "O", "C", "Cl", "C", "Cl", "Br", "C", "C", "Br", "C", "Br", "C", "O", "C", "O", "C", "Br", "I", "C", "C", "N", "N", "C", "H", "H", "H"],
  "positions_angstrom": [[-2.07000, 1.68471, -0.93774], [4.03749, 0.43724, 4.12023], [2.54553, 0.32883, 3.25303], [2.42042, 0.88526, 1.98936], [3.78763, 1.67436, 1.29641], [1.18637, 0.85940, 1.35007], [0.96965, 1.27067, -0.39705], [0.00963, 0.20948, 1.86073], [-1.04143, 0.05572, 1.22358], [0.22032, -0.35449, 3.17887], [-1.12386, -1.20333, 3.84786], [1.42412, -0.29354, 3.83234], [1.59461, -1.03198, 5.38673], [4.80326, -2.20330, -0.43810], [3.42326, -1.10937, -1.15465], [3.73465, -0.10312, -2.01842], [5.26695, -0.34051, -3.11481], [3.02570, 1.17883, -2.06882], [3.45739, 2.33493, -3.57975], [2.28905, 1.75028, -1.13016], [-0.10416, 2.33507, -0.39282], [0.95864, -1.19366, -1.37159], [-0.01700, -1.16664, -1.97303], [2.10355, -1.52688, -0.75730], [1.71332, -2.62894, 0.74083], [-7.13292, -1.16047, -3.16746], [-5.59774, -0.44234, -1.99730], [-5.23478, -0.88802, -0.74875], [-4.19787, -0.11972, -0.36918], [-3.85999, 0.78463, -1.30112], [-4.70652, 0.60307, -2.30264], [-5.63203, -1.66929, -0.12530], [-3.60688, -0.17372, 0.44972], [-4.64637, 1.21681, -3.18378]],
  "atomic_forces_ev_per_a": [[-0.1, 0.0, -0.3], [0.0, 0.0, 0.0], [0.1, 0.1, -0.1], [0.0, 0.1, 0.2], [0.0, 0.0, 0.0], [0.1, -0.1, -0.3], [-0.4, 0.1, 0.6], [0.1, -0.3, -0.1], [0.0, -0.1, -0.1], [0.0, 0.1, 0.1], [0.0, 0.0, 0.0], [-0.1, -0.1, 0.0], [0.0, 0.0, 0.0], [0.0, -0.2, -0.2], [-0.2, -0.4, 0.0], [-0.2, 0.3, 0.0], [0.2, 0.1, 0.1], [0.4, -0.4, 0.1], [-0.1, -0.1, 0.1], [-0.6, 0.1, -0.6], [0.4, 0.5, 0.3], [0.1, -0.9, -0.6], [0.0, 0.3, 0.0], [0.2, 0.6, 0.4], [0.0, 0.1, 0.1], [0.0, 0.0, 0.0], [0.0, 0.0, 0.0], [0.0, 0.0, 0.0], [0.0, 0.0, 0.0], [0.0, 0.0, 0.0], [-0.1, 0.0, 0.0], [0.0, 0.0, 0.0], [0.0, 0.0, 0.0], [0.0, 0.0, 0.0]],
  "mulliken_charge": [-0.006, -0.231, 0.314, 0.341, -0.166, -0.077, 0.904, -0.234, -0.456, 0.416, -0.196, 0.059, -0.206, -0.130, 0.718, 0.038, -0.166, 0.589, -0.189, -1.184, -0.683, 0.312, -0.303, -0.379, -0.026, 0.080, -0.357, -0.231, 0.118, -0.209, -0.575, 0.455, 0.207, 0.454]
}

***

[5]
{
  "formula": "C14H42BF4O14",
  "method": "ωB97M-V/def2-TZVPD",
  "total_energy_ha": -2036.35561,
  "homo_energy_ev": -7.70,
  "orbital_gap_ev": 9.775,
  "max_force_ev_per_a": 5.28,
  "charge": -1,
  "symbols": ["B", "F", "F", "F", "F", "C", "C", "O", "O", "H", "H", "H", "H", "H", "H", "C", "C", "O", "O", "H", "H", "H", "H", "H", "H", "C", "C", "O", "O", "H", "H", "H", "H", "H", "H", "C", "C", "O", "O", "H", "H", "H", "H", "H", "H", "C", "C", "O", "O", "H", "H", "H", "H", "H", "H", "C", "C", "O", "O", "H", "H", "H", "H", "H", "H", "C", "C", "O", "O", "H", "H", "H", "H", "H", "H"],
  "positions_angstrom": [[-0.53779, 0.21464, -0.98033], [-0.75072, -1.00958, -1.46054], [-1.03448, 0.27143, 0.27140], [0.75729, 0.48775, -1.01787], [-1.26357, 1.13559, -1.67721], [4.60917, 2.94138, 2.77707], [5.36893, 3.30479, 4.03292], [5.21718, 2.31080, 5.05537], [5.00836, 1.71275, 2.24845], [4.73844, 3.71201, 2.01713], [3.54683, 2.93228, 3.02088], [4.95200, 4.25548, 4.36528], [6.42094, 3.35395, 3.75195], [4.89907, 2.55640, 5.92720], [4.59918, 1.63161, 1.38382], [-7.46380, -2.26155, -2.52955], [-6.54238, -1.54607, -1.60391], [-6.10153, -0.30621, -2.21414], [-8.56485, -1.45430, -2.69697], [-7.81436, -3.25985, -2.26763], [-7.11432, -2.47404, -3.53990], [-5.68821, -2.13970, -1.27820], [-7.03855, -1.26665, -0.67448], [-5.22124, -0.03164, -1.94712], [-8.23888, -0.55145, -2.71100], [4.37823, -6.56612, -0.01251], [3.23637, -5.57684, -0.20473], [3.54824, -4.35418, 0.41010], [4.50429, -6.85920, 1.37700], [5.24932, -6.05973, -0.42829], [4.18515, -7.49279, -0.55297], [2.32968, -6.08575, 0.12242], [2.95578, -5.44600, -1.24984], [2.74429, -3.87382, 0.19909], [3.78964, -7.44050, 1.64711], [0.33069, -0.38433, 7.63806], [-0.23448, -0.74951, 6.26811], [0.71735, -0.66299, 5.28192], [1.61695, -0.99228, 7.89279], [-0.35675, -0.76078, 8.39556], [0.32281, 0.70564, 7.64266], [-1.12925, -0.17635, 6.02523], [-0.52649, -1.79396, 6.15869], [0.52636, 0.04615, 4.66366], [1.65750, -1.24425, 8.81825], [3.14118, 4.52937, -5.55170], [4.12713, 5.48988, -6.25299], [5.15502, 5.89021, -5.35787], [2.41642, 5.25191, -4.61710], [3.56387, 3.60515, -5.15768], [2.38118, 4.19255, -6.25672], [3.58201, 6.27004, -6.78430], [4.54556, 4.93364, -7.09181], [4.74560, 6.53764, -4.77923], [1.77586, 4.64546, -4.23829], [-2.41136, 7.14636, 1.66823], [-1.47601, 6.11333, 2.22947], [-0.22582, 6.53955, 2.20699], [-2.33380, 8.43181, 2.34029], [-3.43006, 6.80723, 1.85621], [-2.12123, 7.24659, 0.62234], [-1.49197, 5.14864, 1.72231], [-1.60542, 5.98559, 3.30421], [-0.27669, 7.49618, 2.14473], [-1.57647, 8.93211, 2.02762], [-3.19048, -6.31968, -4.41044], [-3.49056, -7.83766, -4.65717], [-4.81320, -8.15214, -4.25673], [-3.05807, -5.99798, -3.06784], [-3.92536, -5.73196, -4.96056], [-2.24985, -6.23958, -4.95533], [-2.89593, -8.53070, -4.06202], [-3.61308, -8.21145, -5.67372], [-5.00812, -7.85325, -3.36551], [-2.82911, -5.07079, -2.97037]],
  "atomic_forces_ev_per_a": [[-1.3, 0.6, 0.2], [-0.6, -3.4, -1.6], [-0.7, 0.0, 3.4], [3.6, 1.0, -0.1], [-1.1, 1.8, -2.0], [-0.8, 0.2, 0.2], [-0.4, -0.5, 0.4], [0.3, -0.7, -0.6], [0.5, -0.5, 0.0], [0.2, 0.5, 0.1], [-0.3, -0.1, 0.1], [0.4, 0.3, 0.0], [0.2, 0.3, 0.4], [0.0, 0.7, -0.4], [0.0, -0.2, 0.0], [0.1, -0.7, -1.0], [1.9, 0.3, 0.8], [-0.8, -0.5, -0.4], [-2.1, 1.0, -0.1], [0.1, 0.1, 1.0], [1.2, 0.3, -0.1], [0.2, -0.2, -0.3], [-0.5, -0.2, 0.0], [0.1, -0.3, 0.2], [-0.1, 0.2, -0.2], [-1.0, 0.6, 0.1], [0.1, -1.4, -0.7], [-0.8, -0.4, -0.3], [0.9, 0.1, -0.2], [0.5, -0.4, 0.6], [0.0, 0.0, -0.3], [-0.4, 0.2, 1.0], [0.7, 0.2, -0.6], [0.1, 1.0, 0.4], [-0.1, 0.1, -0.2], [-0.3, -0.7, -0.1], [-0.4, -1.4, 0.2], [1.4, 0.9, -1.4], [-0.6, 0.6, -0.5], [-0.3, 0.3, 0.1], [0.6, 0.2, 0.5], [-0.1, 0.3, 0.3], [-0.4, -0.3, 1.0], [0.1, 0.0, 0.0], [-0.1, 0.1, 0.0], [-0.4, 0.2, -1.6], [-0.4, -1.9, 0.1], [-0.4, 0.4, -0.7], [-0.2, 0.7, 1.4], [0.7, 0.2, 0.3], [0.3, -0.2, -0.9], [-0.1, 0.6, 0.6], [0.6, -0.2, 0.2], [0.1, 0.0, 0.3], [-0.1, 0.1, 0.3], [-0.4, 0.0, 0.3], [-2.3, -1.2, 1.7], [4.7, 2.0, -1.2], [0.1, -0.8, -0.1], [-0.1, 0.1, -0.6], [-0.6, 0.2, -0.3], [-0.7, 0.0, -0.1], [-1.5, -0.6, 0.3], [0.7, 0.1, 0.2], [-0.1, 0.1, -0.2], [0.9, -1.9, -2.2], [-1.7, 0.3, 1.5], [-1.6, -0.1, 0.4], [-0.3, -0.4, 0.7], [-0.3, 0.1, 0.2], [0.4, 0.7, 0.0], [1.0, 0.4, -0.2], [1.3, 0.8, -0.4], [0.3, 0.1, 0.1], [0.0, 0.1, -0.1]],
  "mulliken_charge": [0.579, -0.372, -0.406, -0.374, -0.428, -0.349, -0.336, -0.535, -0.520, 0.313, 0.267, 0.312, 0.235, 0.296, 0.320, -0.315, -0.364, -0.565, -0.543, 0.275, 0.226, 0.377, 0.253, 0.308, 0.347, -0.497, -0.351, -0.481, -0.504, 0.289, 0.300, 0.289, 0.342, 0.315, 0.299, -0.208, -0.465, -0.505, -0.519, 0.282, 0.196, 0.339, 0.256, 0.307, 0.317, -0.312, -0.532, -0.501, -0.519, 0.311, 0.292, 0.289, 0.334, 0.324, 0.313, -0.543, -0.164, -0.454, -0.528, 0.306, 0.309, 0.314, 0.225, 0.231, 0.304, -0.275, -0.431, -0.544, -0.507, 0.290, 0.279, 0.294, 0.278, 0.301, 0.313]
}

***

[6]
{
  "formula": "C4H12",
  "method": "ωB97M-V/def2-TZVPD",
  "total_energy_ha": -159.54865,
  "smiles": "CC.CC",
  "homo_energy_ev": -10.90,
  "orbital_gap_ev": 12.042,
  "max_force_ev_per_a": 3.14,
  "symbols": ["C", "C", "H", "H", "H", "H", "H", "H", "C", "C", "H", "H", "H", "H", "H", "H"],
  "positions_angstrom": [[1.72179, 2.19039, -0.70983], [1.31910, 0.98173, 0.11204], [2.40961, 2.86461, -0.13442], [2.50375, 2.11834, -1.45801], [0.97438, 2.95360, -0.91705], [2.21604, 0.47594, 0.48820], [1.02360, 0.12923, -0.49896], [0.63676, 1.26517, 0.91882], [-1.55817, -2.31004, -0.08581], [-1.66106, -0.97191, 0.63224], [-0.78714, -2.96116, 0.29121], [-2.56531, -2.73809, -0.13320], [-1.32375, -2.22151, -1.13389], [-1.07888, -1.06348, 1.55075], [-1.16002, -0.07866, 0.22415], [-2.67069, -0.63417, 0.85376]],
  "atomic_forces_ev_per_a": [[1.8, 2.2, 1.4], [1.2, -0.5, -0.6], [-0.6, -0.5, 0.8], [-0.8, -1.0, -1.1], [-0.5, -0.6, -0.7], [0.1, 0.7, 0.7], [-1.2, 0.4, -0.2], [0.1, -0.5, -0.3], [-0.9, 0.6, -1.1], [1.1, 0.9, 0.7], [-0.1, -0.4, 0.5], [0.4, -0.6, 0.5], [0.2, 0.4, -0.6], [-0.5, 0.0, 0.5], [-0.2, -0.7, -0.7], [-0.1, -0.3, 0.1]],
  "mulliken_charge": [-1.002, -0.703, 0.277, 0.332, 0.310, 0.341, 0.203, 0.252, -0.907, -0.731, 0.304, 0.284, 0.286, 0.248, 0.145, 0.362]
}